Density functional theory data (wB97M-V/def2-TZVPD) for a cluster of 8 separate species, C30H61F3IN8O9 in total.

```
112
Properties=species:S:1:pos:R:3:lowdin_charge:R:1
C 2.47 -1.73 0.08 -0.1395
C 3.62 -1.23 -0.78 -0.6678
I 3.42 -1.90 -2.85 0.8054
C 3.97 0.26 -0.68 -0.2179
C 2.87 1.29 -0.41 -0.4148
N 3.52 2.62 -0.69 0.0676
C 1.64 1.20 -1.35 -0.1025
C 0.26 0.91 -0.73 -0.1102
C -0.42 -0.35 -1.15 -0.2216
F -0.12 -0.89 -2.35 0.0462
C -1.40 -0.91 -0.41 -0.2983
F -1.21 -1.34 0.83 0.1230
F -2.68 -1.07 -0.78 0.0860
C 2.53 1.35 1.11 -0.6692
O 3.12 0.59 1.91 -0.0333
O 1.68 2.22 1.45 -0.0711
H 1.69 -1.00 0.25 0.0543
H 2.06 -2.66 -0.32 0.0225
H 2.87 -1.98 1.06 0.0879
H 4.50 -1.78 -0.46 0.0639
H 4.45 0.55 -1.63 0.0892
H 4.74 0.38 0.08 0.1146
H 4.52 2.51 -0.61 0.0597
H 3.24 3.26 0.04 0.0661
H 1.83 0.44 -2.10 0.0500
H 1.58 2.13 -1.91 0.1067
H 0.24 0.92 0.37 0.1167
H -0.44 1.69 -1.05 0.1287
C 1.70 -6.94 -1.94 -0.0087
C 1.45 -5.68 -1.14 -0.5411
O 2.35 -4.93 -0.80 0.0118
N 0.16 -5.39 -0.80 0.0130
C -1.04 -6.15 -1.11 -0.0894
H 2.76 -7.02 -2.13 0.0801
H 1.37 -7.82 -1.39 0.0786
H 1.17 -6.90 -2.89 0.0798
H 0.07 -4.54 -0.28 0.1361
H -1.72 -5.52 -1.69 0.0810
H -1.53 -6.44 -0.18 0.0799
H -0.82 -7.04 -1.68 0.0345
C 4.79 2.85 6.59 -0.0205
C 4.48 3.99 5.65 -0.5716
O 5.03 5.09 5.77 -0.0176
N 3.58 3.75 4.68 0.0280
C 2.85 2.52 4.39 -0.0439
H 5.52 3.19 7.32 0.0714
H 3.89 2.54 7.12 0.0796
H 5.20 2.00 6.05 0.0807
H 3.42 4.55 4.08 0.1372
H 3.06 2.18 3.38 0.0431
H 1.78 2.73 4.46 0.0731
H 3.10 1.74 5.10 0.0784
C 4.78 -0.14 -6.88 -0.0136
C 5.82 -0.83 -6.02 -0.5729
O 6.11 -0.43 -4.91 0.0066
N 6.44 -1.93 -6.55 0.0021
C 6.22 -2.54 -7.84 -0.0909
H 4.39 0.70 -6.32 0.0842
H 5.22 0.23 -7.81 0.0788
H 3.96 -0.82 -7.10 0.0821
H 7.12 -2.34 -5.93 0.1366
H 5.89 -3.57 -7.72 0.0798
H 7.15 -2.54 -8.42 0.0772
H 5.47 -2.00 -8.41 0.0675
C -0.12 5.17 5.59 -0.0058
C -0.77 3.81 5.73 -0.5578
O -0.30 2.93 6.43 0.0162
N -1.92 3.61 5.04 0.0097
C -2.61 4.54 4.16 -0.0841
H 0.79 5.17 6.20 0.0790
H 0.16 5.36 4.55 0.0892
H -0.78 5.96 5.94 0.0730
H -2.30 2.68 5.16 0.1343
H -3.62 4.71 4.53 0.0776
H -2.67 4.11 3.16 0.0853
H -2.10 5.48 4.11 0.0371
C -3.84 9.06 5.99 -0.0084
C -3.64 8.39 4.65 -0.5355
O -2.75 7.58 4.46 0.0321
N -4.50 8.72 3.65 0.0090
C -5.61 9.65 3.68 -0.0815
H -3.09 8.69 6.67 0.0822
H -3.74 10.14 5.90 0.0830
H -4.83 8.82 6.39 0.0831
H -4.31 8.23 2.78 0.1426
H -6.54 9.13 3.44 0.0819
H -5.46 10.44 2.95 0.0819
H -5.71 10.09 4.67 0.0689
C -1.48 -10.92 -4.00 -0.0093
C -1.72 -9.66 -3.20 -0.5333
O -0.80 -8.93 -2.87 0.0299
N -3.00 -9.37 -2.86 0.0123
C -4.21 -10.11 -3.17 -0.0776
H -0.41 -11.01 -4.18 0.0827
H -1.82 -11.80 -3.44 0.0835
H -2.00 -10.88 -4.95 0.0837
H -3.09 -8.51 -2.33 0.1383
H -4.89 -9.49 -3.75 0.0830
H -4.71 -10.41 -2.24 0.0829
H -3.97 -11.01 -3.74 0.0697
C -5.16 0.70 -1.01 -0.0106
C -5.73 1.64 -2.04 -0.5482
O -5.46 2.83 -2.06 0.0334
N -6.57 1.11 -2.98 -0.0019
C -7.00 -0.26 -3.11 -0.0863
H -4.51 1.26 -0.34 0.0872
H -5.96 0.25 -0.43 0.0864
H -4.58 -0.08 -1.49 0.0653
H -6.91 1.79 -3.64 0.1338
H -6.71 -0.65 -4.09 0.0804
H -8.09 -0.33 -3.03 0.0782
H -6.55 -0.88 -2.34 0.0703
```

Results
**HOMO level**: -4.701 eV
**Total charge**: -1
**Kohn-Sham gap**: 6.3 eV
**LUMO**: 1.624 eV